(1)
The following is a DFT calculation (ωB97M-V/def2-TZVPD) of a molecular structure, C31H40BN6O2PdS2.

Positions of all 83 atoms, in Å:
Pd 0.346 0.872 0.298
C -1.580 2.186 3.312
C -2.187 2.468 1.976
C -3.359 3.179 1.660
C -3.437 3.133 0.282
C -4.479 3.707 -0.620
N -2.371 2.437 -0.163
N -1.606 2.031 0.876
B -2.009 2.063 -1.607
N -2.105 0.500 -1.732
N -2.604 -0.242 -0.714
C -2.810 -1.457 -1.194
C -3.417 -2.518 -0.331
C -2.450 -1.521 -2.555
C -2.012 -0.247 -2.852
C -1.501 0.299 -4.138
N -0.639 2.704 -2.002
N 0.382 2.742 -1.099
C 1.325 3.518 -1.604
C 2.548 3.842 -0.814
C 0.924 4.014 -2.855
C -0.334 3.493 -3.065
C -1.221 3.796 -4.230
H -2.249 2.488 4.119
H -0.632 2.715 3.431
H -1.373 1.118 3.412
H -4.054 3.657 2.333
H -5.237 4.212 -0.021
H -4.966 2.929 -1.211
H -4.054 4.429 -1.319
H -2.822 2.539 -2.367
H -3.424 -2.185 0.708
H -2.861 -3.456 -0.387
H -4.446 -2.731 -0.633
H -2.494 -2.363 -3.227
H -1.673 -0.418 -4.941
H -0.432 0.516 -4.084
H -2.019 1.223 -4.389
H 2.623 3.164 0.032
H 2.501 4.872 -0.449
H 3.455 3.725 -1.407
H 1.456 4.690 -3.505
H -0.888 4.730 -4.684
H -2.262 3.909 -3.930
H -1.178 3.027 -5.000
O 4.258 1.290 -0.094
S 4.669 -0.089 0.258
C 3.851 -1.200 -0.919
C 3.995 -2.670 -0.520
C 2.792 -3.284 0.205
C 1.721 -3.830 -0.743
S 0.232 -2.806 -0.925
O 0.721 -1.412 -1.087
C -0.365 -2.994 0.767
C -0.744 -4.251 1.230
C -1.286 -4.373 2.497
C -1.464 -3.242 3.287
C -1.097 -1.996 2.808
C -0.542 -1.862 1.541
C 3.830 -0.598 1.759
C 2.601 -0.099 2.168
C 2.087 -0.535 3.386
C 2.764 -1.457 4.169
C 3.995 -1.945 3.752
C 4.534 -1.495 2.558
H 4.398 -0.991 -1.841
H 2.817 -0.867 -1.041
H 4.892 -2.783 0.095
H 4.191 -3.265 -1.417
H 2.348 -2.558 0.890
H 3.142 -4.111 0.826
H 1.366 -4.817 -0.442
H 2.102 -3.925 -1.763
H -0.639 -5.128 0.599
H -1.584 -5.347 2.865
H -1.903 -3.339 4.273
H -1.254 -1.108 3.410
H -0.267 -0.864 1.136
H 1.946 0.586 1.597
H 1.126 -0.148 3.702
H 2.336 -1.790 5.107
H 4.541 -2.655 4.361
H 5.515 -1.830 2.239

As for the total charge: -1. Its multiplicity is 1. Its HOMO energy is -0.09569 Eh. The HOMO-LUMO gap is 4.9 eV.

Atomic partial charges in e from the Löwdin method, atoms 1 to 4:
1. Pd 0.2405
2. C -0.0450
3. C -0.3584
4. C -0.0062

(2)
The following is a DFT calculation (ωB97M-V/def2-TZVPD) of 2 unconnected molecules or ions with the total composition C4H13NO.

Positions of all 19 atoms, in Å:
C 2.301 0.023 1.379
C 1.906 1.012 0.315
C 1.456 2.395 0.860
H 1.315 -0.143 1.903
H 2.592 -0.994 0.789
H 3.140 0.315 2.054
H 2.873 1.168 -0.323
H 1.227 0.457 -0.447
H 1.304 3.094 -0.051
H 2.312 2.731 1.516
H 0.465 2.371 1.305
N -1.397 -0.985 -1.962
C -1.861 -1.634 -0.746
O -2.439 -0.743 0.121
H -2.015 -0.528 -2.622
H -0.446 -0.651 -1.866
H -1.033 -2.101 -0.308
H -2.611 -2.412 -0.928
H -2.647 -1.233 0.899

As for the total charge: 0. Its multiplicity is 1. Its HOMO energy is -0.34704 Eh. The HOMO-LUMO gap is 10.3 eV. The SMILES is CCC.NCO.

Atomic partial charges in e from the natural (NBO) method, atoms 1 to 4:
1. C -0.6124
2. C -0.3930
3. C -0.6221
4. H 0.2017

(3)
The following is a DFT calculation (ωB97M-V/def2-TZVPD) of a molecular structure, C37H31Cl5N3O4ReS2.

Positions of all 83 atoms, in Å:
Re 0.190 -0.168 -1.178
O -3.858 -1.264 -0.520
S -2.884 -0.421 0.074
O -2.753 0.897 -0.453
N -1.377 -1.082 -0.157
C -1.272 -2.479 -0.072
C -1.947 -3.343 0.790
C -1.697 -4.746 0.700
C -0.754 -5.268 -0.116
C 0.070 -4.397 -0.887
C 1.080 -4.893 -1.717
C 1.836 -4.055 -2.419
C 1.563 -2.666 -2.386
N 0.581 -2.204 -1.609
C -0.218 -3.042 -0.893
C -3.134 -0.166 1.803
C -2.421 0.889 2.372
C -2.790 1.329 3.632
C -3.657 0.563 4.392
C -4.449 -0.437 3.806
C -4.190 -0.787 2.486
H -2.689 -3.016 1.486
H -2.349 -5.378 1.328
H -0.636 -6.339 -0.170
H 1.132 -5.952 -1.843
H 2.685 -4.326 -2.984
H 2.156 -1.875 -2.849
H -1.730 1.419 1.697
H -2.288 2.164 4.079
H -3.713 0.765 5.462
H -5.142 -1.054 4.383
H -4.720 -1.613 1.888
Cl 5.699 3.126 1.506
C 4.668 2.319 0.266
C 4.778 0.936 0.079
Cl 5.917 0.043 1.004
C 3.922 0.293 -0.764
Cl 4.134 -1.438 -0.942
C 2.872 0.948 -1.420
O 1.948 0.263 -2.108
C 2.921 2.362 -1.329
Cl 2.074 3.207 -2.469
C 3.762 3.037 -0.473
Cl 3.762 4.766 -0.339
O 1.328 -0.221 0.742
S 1.016 -1.331 1.837
C 0.683 -0.302 3.276
C 2.051 0.289 3.593
C 2.921 -0.995 3.676
C 2.670 -1.813 2.369
H 0.256 -0.954 4.049
H -0.059 0.379 3.034
H 2.063 0.895 4.513
H 2.435 0.836 2.721
H 2.692 -1.608 4.514
H 4.021 -0.815 3.750
H 2.606 -2.865 2.646
H 3.373 -1.724 1.539
C -1.887 -0.249 -5.662
C -2.446 -1.053 -4.681
C -1.817 -1.098 -3.446
C -0.767 -0.152 -3.110
C -0.313 0.701 -4.114
C -0.849 0.613 -5.357
H -2.204 -0.369 -6.693
H -3.214 -1.810 -4.878
H -2.133 -1.827 -2.713
H 0.581 1.291 -3.889
H -0.373 1.188 -6.168
C -1.212 5.944 0.051
C -0.829 4.521 -0.262
C 0.009 3.810 0.591
C 0.326 2.472 0.333
N -0.200 1.818 -0.682
C -0.931 2.514 -1.574
C -1.258 3.833 -1.409
H -0.613 6.243 0.887
H -2.244 6.025 0.269
H -0.950 6.572 -0.811
H 0.544 4.238 1.424
H 0.915 1.859 1.009
H -1.371 1.916 -2.366
H -1.902 4.308 -2.147

As for the total charge: +1. Its multiplicity is 4. Its HOMO energy (alpha / beta) is -0.38807 / -0.40270 Eh. The HOMO-LUMO gap (alpha / beta) is 7.7 / 7.3 eV. Its expectation value of S² is 3.780.

Atomic partial charges in e from the Löwdin method, atoms 1 to 4:
1. Re 1.6995
2. O -0.2468
3. S 0.6010
4. O -0.2932

(4)
The following is a DFT calculation (ωB97M-V/def2-TZVPD) of a single C3H5NO molecule.

Positions of all 10 atoms, in Å:
O 2.086 0.310 0.145
C 0.945 0.014 -0.135
C -0.280 0.805 0.405
C -1.454 -0.097 0.435
N 0.547 -1.012 -0.916
H 0.018 1.348 1.309
H -0.493 1.538 -0.396
H -1.948 -0.072 1.426
H -0.443 -1.202 -0.917
H 1.204 -1.674 -1.286

As for the total charge: 0. Its multiplicity is 1. Its HOMO energy (alpha / beta) is -0.34272 / -0.34258 Eh. The HOMO-LUMO gap (alpha / beta) is 8.4 / 8.4 eV.

Atomic partial charges in e from the natural (NBO) method, atoms 1 to 4:
1. O -0.5892
2. C 0.6968
3. C -0.6990
4. C -0.0330

Computed energy (Ha) in order:
-2633.46086; -290.13854; -5069.18951; -247.17983
Computed F_max (hartree/bohr) in order:
0.01037; 0.06068; 0.05251; 0.00875
Computed relative energy (zero: lowest compared OMol25 entry of this formula, charge and spin) (kcal per mole) in order:
18.1; 36.6; 10.4; 79.9